Computed, not measured: C8H19N5O as an isolated structure in a non-equilibrium geometry, with ωB97M-V/def2-TZVPD.

```
33
Properties=species:S:1:pos:R:3:lowdin_charge:R:1
C -0.35 -1.35 0.76 -0.121
C -1.59 0.12 -1.49 -0.332
C 0.95 -0.08 -1.63 -0.348
C 0.64 -0.40 0.83 -0.257
C -1.01 -1.92 1.97 -0.079
C -4.00 0.30 -2.02 0.030
C 1.30 0.05 2.09 -0.114
C 2.34 1.23 2.06 -0.185
N -0.40 -0.35 -2.02 0.228
N 1.33 0.03 -0.39 0.100
N 1.80 0.03 -2.65 0.189
N -1.67 0.97 -0.46 0.288
N 3.25 1.07 0.89 0.052
O -2.65 -0.22 -2.16 0.023
H -1.10 -1.21 2.78 0.068
H -0.61 -2.86 2.30 0.088
H -2.18 -1.98 1.72 0.131
H -4.74 -0.40 -2.59 0.157
H -4.20 1.37 -2.34 0.137
H -4.17 0.13 -0.97 0.084
H 1.83 -0.79 2.43 0.118
H 0.50 0.32 2.78 0.132
H 1.82 2.27 2.11 0.155
H 2.73 1.32 3.07 0.120
H -0.49 -0.79 -2.85 0.129
H 2.47 0.43 0.13 0.096
H 1.65 -0.01 -3.69 0.162
H 2.87 0.19 -2.46 0.194
H -0.86 1.20 0.04 0.091
H -2.53 1.03 0.07 0.151
H -0.51 -2.07 -0.08 0.137
H 4.03 0.33 1.14 0.205
H 3.54 2.07 0.66 0.170
```

## Properties
Charge: +2
Total energy (eV): -18084.57363
ΔE to the lowest compared entry with this formula, charge and spin (kJ/mol): 125.4
Kohn-Sham gap (eV): 8.5929
HOMO level (eV): -15.4
Lowest unoccupied orbital energy (eV): -6.80

Computed, not measured: a single C8H19NO molecule, with ωB97M-V/def2-TZVPD.

```
29
Properties=species:S:1:pos:R:3:lowdin_charge:R:1
C -2.04 -3.15 0.29 -0.116
C -0.66 -2.53 0.42 -0.270
C -0.71 -1.01 0.63 -0.190
C 0.68 -0.34 0.55 -0.324
C 1.07 0.23 1.91 -0.077
C 0.81 0.63 -0.65 -0.341
N 1.97 0.36 -1.53 0.049
C 0.88 2.11 -0.28 -0.208
O 0.57 2.94 -1.38 -0.178
C -0.80 3.16 -1.58 -0.111
H -1.97 -4.21 0.05 0.068
H -2.62 -3.05 1.20 0.072
H -2.59 -2.67 -0.52 0.071
H -0.12 -2.97 1.26 0.111
H -0.08 -2.74 -0.48 0.107
H -1.13 -0.82 1.62 0.111
H -1.39 -0.57 -0.09 0.106
H 1.41 -1.14 0.34 0.121
H 0.98 -0.54 2.67 0.080
H 2.11 0.58 1.94 0.080
H 0.43 1.05 2.22 0.073
H -0.06 0.52 -1.29 0.127
H 2.81 0.31 -0.96 0.072
H 1.87 -0.55 -1.95 0.069
H 0.22 2.36 0.55 0.115
H 1.90 2.36 0.01 0.129
H -1.02 3.10 -2.65 0.087
H -1.41 2.42 -1.07 0.081
H -1.08 4.16 -1.23 0.085
```

## Properties
SMILES string: CCC[C@H](C)[C@H](N)COC
Total energy (eV): -12141.04905
ΔE to the lowest compared entry with this formula, charge and spin (kJ/mol): 150.7
Kohn-Sham gap (eV): 10.1464
HOMO level (eV): -9.1
Lowest unoccupied orbital energy (eV): 1.00

Computed, not measured: a single C8H19NO2S molecule in a non-equilibrium geometry, with ωB97M-V/def2-TZVPD.

```
31
Properties=species:S:1:pos:R:3:lowdin_charge:R:1
C -1.38 -1.82 -1.01 -0.093
C -0.87 -0.41 -0.65 -0.302
C 0.48 -0.61 0.07 -0.368
N 0.20 -1.26 1.41 0.031
C 1.44 0.54 0.01 -0.563
C 1.94 0.86 -1.42 -0.032
C 2.67 0.16 0.81 -0.050
C 0.95 1.89 0.57 -0.054
S -2.15 0.59 0.36 0.661
C -3.75 -0.22 0.12 -0.147
O -1.91 0.70 1.76 -0.322
O -2.13 1.91 -0.28 -0.367
H -1.25 -2.42 -0.19 0.040
H -0.85 -2.35 -1.79 0.089
H -2.43 -1.79 -1.25 0.046
H -0.78 0.14 -1.66 0.149
H 0.90 -1.47 -0.61 0.177
H 1.15 -1.83 1.55 0.123
H 0.26 -0.51 2.13 0.073
H 1.28 0.85 -2.28 0.075
H 2.71 0.16 -1.68 0.070
H 2.32 1.87 -1.26 0.086
H 3.46 -0.30 0.32 0.059
H 2.98 1.10 1.23 0.084
H 2.45 -0.57 1.61 0.075
H 0.39 1.68 1.50 0.078
H 1.61 2.65 0.78 0.053
H 0.07 2.30 -0.09 0.110
H -4.43 0.34 0.79 0.080
H -3.88 -0.43 -0.92 0.044
H -3.71 -1.30 0.48 0.095
```

## Properties
SMILES string: C[C@H]([C@H](N)C(C)(C)C)S(C)(=O)=O
Total energy (eV): -25021.99762
ΔE to the lowest compared entry with this formula, charge and spin (kJ/mol): 321.0
Kohn-Sham gap (eV): 10.5777
HOMO level (eV): -9.9
Lowest unoccupied orbital energy (eV): 0.63